Density functional theory data (ωB97M-V/def2-TZVPD) for 2 unconnected molecules or ions with the total composition C14H26BrN4O5P3.

## Properties
Gap between HOMO and LUMO in eV: 3.3
F_max in eV/A: 3.0
DFT total energy in eV: -129039.8903
LUMO energy in Eh: -0.0565

Positions of all 53 atoms, in Å:
H  1.6643  0.5969  2.1314
H  -2.7167  -3.2249  0.9324
C  -0.3388  1.2118  -2.4083
H  -2.2413  1.7159  4.1043
N  1.6040  -1.4198  -1.9158
H  5.6393  -2.9807  -2.0476
H  -5.1426  -0.9782  -0.6233
O  -4.7338  -0.4674  0.0895
P  -2.9033  -2.2660  1.9509
P  -4.8200  -1.3257  1.4351
C  -0.6974  2.0368  2.5163
C  -0.1851  4.5571  1.9205
H  -1.2906  0.6749  -2.3890
N  -1.6271  -1.0981  1.5607
H  0.9074  0.7689  -0.6766
C  -1.6830  0.1986  1.7428
Br  -0.3675  0.5179  5.4490
C  -0.9899  1.5816  0.0349
H  -0.5345  2.1426  -2.9379
H  1.6070  -2.4131  -1.7393
C  0.1559  1.4921  -0.9789
O  -5.3295  -0.5669  2.5681
H  -5.3249  -3.3304  0.7636
H  1.6565  0.7887  -3.2253
C  5.7674  -2.0045  -1.5735
C  0.6177  -2.1337  0.9952
H  6.3247  -0.9506  -3.3401
O  4.2485  -0.9063  -3.0811
H  5.0820  -1.9346  -0.7218
O  1.4440  0.3503  3.0436
H  -1.8050  0.9718  -0.3587
O  -5.7937  -2.5575  1.1062
C  -0.3497  3.4034  2.1861
H  0.6381  2.4689  -1.0161
N  -2.7652  0.8587  2.2624
H  0.8708  -1.6582  -3.8796
H  -0.3659  -1.3931  -2.6448
H  5.7816  0.0759  -2.0366
P  0.7013  1.5838  3.7911
C  5.5028  -0.8634  -2.5851
H  6.7949  -1.9574  -1.1782
C  0.6439  0.3917  -3.2480
H  -2.7160  2.8905  2.9247
N  -0.6392  1.0570  1.4147
C  -0.4653  -1.6356  1.0699
H  -3.1230  0.2323  2.9908
C  0.6426  -1.1049  -2.9663
H  0.3154  0.4875  -4.2848
H  2.5302  -1.1376  -2.2469
C  -2.1396  1.9836  3.0591
H  -0.0722  5.6115  1.8558
H  -1.3756  2.5970  0.0787
H  1.6395  -2.4045  0.8793



Density functional theory data (ωB97M-V/def2-TZVPD) for C2H3N3O in the gas phase.

## Properties
ΔE to the lowest compared entry with this formula, charge and spin in kcal per mole: 126.4
Gap between HOMO and LUMO (alpha / beta) in eV: 8.6 / 8.6
F_max in eV/A: 0.7
DFT total energy in eV: -8635.0137
LUMO energy (alpha / beta) in Eh: 0.0112 / 0.0113

Positions of all 9 atoms, in Å:
H  2.2893  -1.2711  -0.1229
C  -0.4746  -0.1281  0.0162
O  -1.7835  -0.3969  0.1901
N  -0.1065  1.2075  0.4820
N  0.9676  1.7360  0.2753
C  1.6024  -0.8972  -0.8989
H  -0.8726  1.6614  1.0145
N  0.4062  -0.8768  -0.4645
H  -2.0284  -1.0347  -0.4918



Density functional theory data (ωB97M-V/def2-TZVPD) for 2 unconnected molecules or ions with the total composition H2.

## Properties
ΔE to the lowest compared entry with this formula, charge and spin in kcal per mole: 123.6
Gap between HOMO and LUMO in eV: 7.7
F_max in eV/A: 2.8
DFT total energy in eV: -26.2275
LUMO energy in Eh: -0.0930

Positions of all 2 atoms, in Å:
H  0.0000  0.0000  -1.0593
H  0.0000  0.0000  1.0593



Density functional theory data (ωB97M-V/def2-TZVPD) for a molecular structure, C64H57CuP2Sb2Si.

## Properties
Total charge: +1
Gap between HOMO and LUMO (alpha / beta) in eV: 7.1 / 6.2
F_max in eV/A: 1.2
Spin multiplicity: 2
DFT total energy in eV: -151458.2659
LUMO energy (alpha / beta) in Eh: -0.0758 / -0.1409

Positions of all 127 atoms, in Å:
H  3.6779  2.0412  0.2722
C  5.9006  -0.2465  -1.8837
C  -2.5367  -4.1359  -2.2313
H  3.3522  -6.4523  -0.5028
C  0.9568  3.3463  -1.5260
H  -2.9805  -3.6851  -3.1079
C  4.0412  2.1186  5.2388
C  -2.6954  2.4460  -0.8113
H  1.5276  -2.7805  3.8231
C  3.0250  -2.7235  0.3604
C  -4.4453  4.0995  -0.8234
C  -3.4819  -0.2476  -0.3249
H  -3.1886  -1.3912  -2.9844
C  0.8543  4.6220  -2.0701
C  -1.8305  1.5687  -5.0523
P  1.9328  0.7339  -1.5277
C  2.5854  2.8178  -3.2438
C  4.3826  -4.5887  -0.2834
C  -0.1866  -3.6685  2.8665
H  -2.4407  0.4464  -6.7704
C  1.7779  0.9169  4.1656
H  0.1731  5.3282  -1.6202
C  1.6021  4.9994  -3.1702
C  -5.6304  -1.2855  -0.1298
C  -2.8328  -0.5481  -3.5594
C  -3.5026  2.8161  5.1731
H  -1.5779  5.3949  0.3789
H  3.0879  4.4009  -4.5923
P  -2.1674  0.7176  -1.1153
H  7.5352  0.5014  -0.7275
H  -2.2139  -0.3911  1.3927
C  2.4841  4.1005  -3.7495
C  0.4680  -2.9588  4.0384
C  -4.0092  2.8133  -1.0879
Sb  0.0112  -2.6313  0.9637
C  0.7073  4.0521  1.4875
H  6.1135  1.9095  0.7015
H  -3.2094  -6.1027  -2.7337
C  -2.7262  2.0202  5.9975
H  -3.8948  6.0363  -0.0896
H  0.2626  -4.6564  2.7396
C  1.8107  2.4358  -2.1503
H  -6.5892  -1.5399  -0.5546
H  -2.0512  2.0845  2.2133
H  0.9646  -3.6670  -3.2319
H  1.7290  3.7882  1.7361
C  -2.2385  2.0631  3.2824
H  -1.6727  -2.3063  -1.5067
H  4.9191  2.5865  5.6583
C  -1.4595  1.2609  4.1010
H  0.7019  5.0950  1.1864
C  1.1936  0.0618  -4.2179
C  -3.2561  2.8368  3.8113
H  0.4363  -3.6490  4.8914
C  3.2644  -5.4052  -0.2567
H  0.6058  -0.5828  -6.1698
H  1.1580  -5.5229  0.0901
C  -5.3281  -1.6826  1.1629
C  5.6676  1.3309  -0.0917
C  -1.7964  3.3769  -0.2841
C  4.5325  -0.2328  -2.0863
H  3.2104  1.6141  7.1437
C  -2.3371  0.5825  -2.9159
C  -2.8695  -0.5879  -4.9421
C  -4.7186  -0.5605  -0.8774
H  -1.1245  0.6151  6.1144
H  0.4635  -2.9644  -5.5540
C  -2.6794  -5.4956  -2.0153
C  -0.2183  -1.6732  4.4716
C  2.7502  1.4540  3.3366
H  -3.8655  -1.6467  2.7323
H  1.2225  1.1086  -4.4856
H  -2.2585  -7.1306  -0.7044
C  3.0795  1.5734  6.0725
H  -2.9104  2.0050  7.0614
C  6.4685  0.5265  -0.8859
H  -6.0486  -2.2429  1.7386
H  -4.2970  3.4162  5.5907
H  0.1472  -1.3961  5.4610
C  -4.1019  -1.3577  1.7195
C  3.7335  0.5959  -1.3103
H  -3.2728  -1.4548  -5.4422
H  2.6188  1.3845  2.2617
H  1.2069  0.5573  6.2003
H  5.1251  -2.5931  -0.0244
C  -1.8044  1.6269  -3.6732
H  4.0879  -0.8550  -2.8476
Sb  0.0742  0.0459  3.1741
C  -1.8099  -3.3718  -1.3379
H  -1.0279  -5.7521  0.9219
C  4.3066  1.3833  -0.3132
H  -5.4714  4.3747  -1.0164
C  -2.2558  4.6657  -0.0363
H  1.5106  6.0003  -3.5641
C  4.2603  -3.2414  0.0121
H  -1.3735  2.4853  -3.1722
C  -3.5636  5.0294  -0.2971
H  -4.9722  -0.2439  -1.8790
Si  0.0203  2.9377  0.0974
H  0.1132  3.9540  2.3900
C  1.5149  -0.3448  -2.9286
H  4.6238  2.4815  3.2104
C  0.8296  -0.8895  -5.1582
C  -1.7149  1.2427  5.4609
C  -3.1800  -0.6535  0.9732
C  -1.4296  -5.2978  0.0244
C  3.8755  2.0585  3.8658
H  -1.2512  -3.8047  3.0621
C  -1.2306  -3.9488  -0.2182
H  3.2758  2.1105  -3.6860
C  1.9025  -3.5401  0.4098
C  1.9509  0.9769  5.5364
C  1.0389  -2.6314  -3.5217
H  5.3529  -4.9977  -0.5213
H  1.6573  -2.0002  -1.5752
Cu  -0.0111  0.6214  -0.3692
H  -3.8570  3.4538  3.1588
H  2.9375  -1.6669  0.6004
C  -2.1387  -6.0720  -0.8795
C  0.7499  -2.2300  -4.8162
H  -1.2955  -1.8309  4.5444
C  2.0297  -4.8808  0.0861
H  6.5297  -0.8614  -2.5086
C  1.4207  -1.6942  -2.5863
H  -4.6977  2.0910  -1.5032
H  -1.4104  2.3766  -5.6327
C  -2.3882  0.4732  -5.6915